[1]
DFT (ωB97M-V with the def2-TZVPD basis set) results for one molecule with the formula C3H5NO2 at a distorted geometry.

As for the frontier orbital gap: 10.309 eV. As for the multiplicity: 1. The energy above the lowest of the compared OMol25 structures with the same formula, charge and spin is 554.7 kJ/mol. As for the largest force on an atom: 0.147 hartree/bohr.

Positions of all 11 atoms, in Å:
C1 1.092 0.789 0.064
N1 0.041 1.409 0.011
O1 -1.150 0.724 -0.139
C2 -1.145 -0.628 0.216
O2 -0.073 -1.112 -0.329
C3 1.206 -0.804 0.109
H1 2.208 1.323 -0.170
H2 -1.964 -1.224 -0.385
H3 -1.456 -0.697 1.421
H4 1.631 -1.087 1.001
H5 2.163 -1.212 -0.527

[2]
DFT (ωB97M-V with the def2-TZVPD basis set) results for an isolated ion of composition C17H28NO2 and charge -1 at a distorted geometry.

As for the frontier orbital gap: 7.508 eV. As for the net charge: -1. As for the multiplicity: 1. As for the largest force on an atom: 0.115 hartree/bohr.

Positions of all 48 atoms, in Å:
O1 1.211 -2.927 2.947
C1 0.880 -1.699 2.723
O2 -0.467 -1.398 2.495
C2 1.967 -0.518 2.675
C3 3.250 -0.837 1.770
C4 3.060 -0.506 0.211
C5 2.890 -1.838 -0.723
C6 1.588 -1.763 -1.656
C7 0.266 -1.771 -0.694
C8 -1.059 -2.182 -1.510
C9 -2.028 -0.888 -1.652
C10 -2.956 -0.733 -0.320
C11 -3.499 0.759 -0.101
C12 -2.894 1.517 1.172
C13 -1.308 1.709 1.171
N1 -0.739 2.383 -0.026
C14 -1.322 3.076 -1.151
C15 -0.169 3.519 -2.090
C16 1.187 3.078 -1.447
C17 0.697 2.392 -0.152
H1 1.455 0.469 2.414
H2 2.356 -0.394 3.759
H3 4.107 -0.169 2.162
H4 3.610 -1.925 1.843
H5 2.096 0.089 0.068
H6 3.916 0.171 -0.169
H7 3.874 -1.948 -1.297
H8 2.706 -2.703 0.020
H9 1.483 -2.678 -2.344
H10 1.564 -0.780 -2.259
H11 0.113 -0.684 -0.351
H12 0.479 -2.475 0.178
H13 -0.711 -2.503 -2.567
H14 -1.565 -3.038 -0.949
H15 -2.693 -1.103 -2.576
H16 -1.446 0.062 -1.905
H17 -3.888 -1.386 -0.547
H18 -2.465 -1.199 0.599
H19 -3.391 1.316 -1.096
H20 -4.641 0.680 0.084
H21 -3.440 2.515 1.314
H22 -3.147 0.879 2.105
H23 -0.815 0.672 1.313
H24 -0.989 2.331 2.095
H25 -2.451 3.221 -1.252
H26 -0.307 4.065 -3.078
H27 2.247 3.211 -1.839
H28 1.387 1.930 0.630

[3]
DFT (ωB97M-V with the def2-TZVPD basis set) results for a 2-piece molecular cluster, C4H8N2 overall at a distorted geometry.

As for the frontier orbital gap (alpha / beta): 8.133 / 8.132 eV. As for the multiplicity: 1. The energy above the lowest of the compared OMol25 structures with the same formula, charge and spin is 278.8 kJ/mol. As for the largest force on an atom: 0.020 hartree/bohr.

Positions of all 14 atoms, in Å:
C1 0.426 1.618 -0.697
N1 -0.410 0.955 0.072
C2 -0.324 -0.288 0.599
C3 0.956 -1.057 0.537
C4 -1.446 -0.730 1.333
N2 -2.378 -1.098 1.926
H1 1.396 1.202 -0.925
H2 0.107 2.571 -1.093
H3 -0.320 -0.275 -2.199
H4 -1.302 1.411 0.244
H5 -0.611 -0.801 -1.752
H6 0.757 -2.119 0.702
H7 1.443 -0.960 -0.442
H8 1.673 -0.724 1.301

[4]
DFT (ωB97M-V with the def2-TZVPD basis set) results for a 2-piece molecular cluster, C25H27F2 overall at a distorted geometry.

As for the frontier orbital gap: 5.113 eV. As for the net charge: +1. As for the multiplicity: 1. The energy above the lowest of the compared OMol25 structures with the same formula, charge and spin is 0.0 kJ/mol. As for the largest force on an atom: 0.036 hartree/bohr.

Positions of all 54 atoms, in Å:
C1 2.907 -4.225 1.566
C2 2.524 -2.798 1.499
C3 1.284 -2.372 1.874
C4 0.183 -3.371 2.155
C5 1.021 -0.994 2.027
C6 1.948 -0.015 1.598
C7 1.549 1.445 1.561
C8 3.217 -0.396 1.229
C9 4.290 0.602 1.065
C10 3.587 -1.826 1.137
H1 4.461 -2.005 1.797
H2 3.966 -4.323 1.321
H3 2.769 -4.651 2.568
H4 2.354 -4.863 0.871
H5 -0.762 -2.869 2.392
H6 -0.022 -4.088 1.337
H7 0.491 -3.966 3.027
H8 -0.285 -0.282 -0.155
H9 -0.025 -0.664 2.303
H10 0.478 1.583 1.758
H11 2.114 1.978 2.339
H12 1.772 1.951 0.605
H13 5.241 0.097 0.887
H14 4.128 1.287 0.226
H15 4.429 1.226 1.960
H16 3.925 -2.050 0.107
F1 -1.245 -0.973 -5.470
C11 -1.104 -1.475 -4.194
C12 -0.743 -2.815 -4.020
C13 -0.661 -3.313 -2.699
C14 -0.923 -2.457 -1.627
C15 -1.234 -1.111 -1.820
C16 -1.292 -0.247 -0.585
C17 -1.624 1.206 -0.772
C18 -2.244 1.928 0.174
C19 -2.743 3.275 -0.047
C20 -2.863 3.822 -1.355
C21 -3.261 5.150 -1.490
F2 -3.353 5.647 -2.772
C22 -3.584 5.976 -0.418
C23 -3.510 5.418 0.872
C24 -3.102 4.093 1.039
C25 -1.390 -0.615 -3.129
H17 -0.551 -3.441 -4.892
H18 -0.400 -4.361 -2.521
H19 -0.889 -2.820 -0.598
H20 -1.938 -0.688 0.198
H21 -1.381 1.648 -1.748
H22 -2.414 1.484 1.166
H23 -2.597 3.223 -2.226
H24 -3.944 6.990 -0.589
H25 -3.785 6.013 1.748
H26 -3.021 3.632 2.030
H27 -1.747 0.402 -3.307

[5]
DFT (ωB97M-V with the def2-TZVPD basis set) results for C45H51AsNO2P2S2Si2Sn as an isolated structure.

As for the frontier orbital gap: 7.166 eV. As for the net charge: +1. As for the multiplicity: 1. The energy above the lowest of the compared OMol25 structures with the same formula, charge and spin is 6.1 kJ/mol. As for the largest force on an atom: 0.007 hartree/bohr.

Positions of all 107 atoms, in Å:
Sn1 0.997 0.407 1.051
S1 0.041 0.562 3.446
P1 -1.386 -0.579 2.507
C1 -0.671 -0.805 0.968
P2 -0.976 -1.256 -0.666
S2 0.490 -0.387 -1.732
C2 -2.617 -0.740 -1.218
C3 -3.723 -1.500 -0.841
C4 -5.002 -1.054 -1.133
C5 -5.179 0.148 -1.807
C6 -4.079 0.902 -2.190
C7 -2.797 0.461 -1.895
C8 -0.936 -3.051 -0.875
C9 -0.844 -3.878 0.239
C10 -0.808 -5.257 0.078
C11 -0.857 -5.807 -1.193
C12 -0.942 -4.982 -2.309
C13 -0.983 -3.608 -2.152
C14 -1.674 -2.133 3.383
C15 -2.796 -2.892 3.051
C16 -2.953 -4.164 3.575
C17 -1.994 -4.681 4.437
C18 -0.882 -3.925 4.778
C19 -0.719 -2.652 4.252
C20 -2.975 0.277 2.538
C21 -3.302 1.125 1.486
C22 -4.488 1.840 1.512
C23 -5.349 1.714 2.591
C24 -5.022 0.877 3.650
C25 -3.837 0.159 3.626
H1 -3.582 -2.448 -0.333
H2 -5.860 -1.645 -0.842
H3 -6.177 0.493 -2.038
H4 -4.218 1.834 -2.723
H5 -1.930 1.050 -2.177
H6 -0.781 -3.445 1.229
H7 -0.736 -5.898 0.948
H8 -0.823 -6.881 -1.319
H9 -0.972 -5.413 -3.300
H10 -1.038 -2.962 -3.020
H11 -3.546 -2.489 2.379
H12 -3.823 -4.752 3.316
H13 -2.120 -5.673 4.850
H14 -0.142 -4.324 5.458
H15 0.144 -2.055 4.515
H16 -2.629 1.219 0.645
H17 -4.741 2.487 0.682
H18 -6.278 2.267 2.611
H19 -5.689 0.785 4.496
H20 -3.584 -0.489 4.456
C26 3.661 4.908 -5.961
O1 3.009 4.061 -5.020
C27 1.888 3.417 -5.426
C28 1.300 3.531 -6.680
C29 0.153 2.802 -6.966
C30 -0.411 1.950 -6.028
C31 0.172 1.829 -4.778
C32 1.296 2.576 -4.480
N1 1.935 2.468 -3.206
C33 1.430 2.647 -2.019
C34 0.160 3.145 -1.625
C35 -0.729 3.844 -2.472
C36 -1.886 4.384 -1.976
C37 -2.179 4.248 -0.610
C38 -1.332 3.581 0.239
C39 -0.148 3.000 -0.245
O2 0.655 2.378 0.589
H21 3.974 4.344 -6.841
H22 4.534 5.303 -5.451
H23 3.008 5.731 -6.258
H24 1.726 4.179 -7.430
H25 -0.298 2.899 -7.944
H26 -1.294 1.376 -6.270
H27 -0.231 1.164 -4.022
H28 2.918 2.225 -3.237
H29 2.113 2.398 -1.211
H30 -0.486 3.978 -3.515
H31 -2.555 4.930 -2.625
H32 -3.087 4.688 -0.215
H33 -1.548 3.486 1.295
C40 3.302 2.751 3.107
Si1 4.118 1.080 2.960
C41 3.695 -0.010 4.415
C42 5.977 1.255 2.864
As1 3.515 0.218 0.825
Si2 3.571 -2.154 1.112
C43 5.308 -2.506 1.702
C44 3.237 -2.892 -0.566
C45 2.302 -2.794 2.323
H34 3.661 3.241 4.015
H35 2.214 2.696 3.170
H36 3.550 3.392 2.258
H37 4.029 0.504 5.320
H38 4.220 -0.965 4.369
H39 2.625 -0.200 4.513
H40 6.347 1.679 3.801
H41 6.293 1.908 2.050
H42 6.458 0.287 2.725
H43 6.052 -2.081 1.028
H44 5.481 -3.582 1.757
H45 5.477 -2.092 2.697
H46 3.993 -2.595 -1.293
H47 2.264 -2.577 -0.947
H48 3.237 -3.982 -0.498
H49 2.421 -2.367 3.320
H50 2.407 -3.879 2.401
H51 1.288 -2.587 1.974

[6]
DFT (ωB97M-V with the def2-TZVPD basis set) results for one molecule with the formula C4H8N2O2 at a distorted geometry.

As for the frontier orbital gap: 9.620 eV. As for the multiplicity: 1. The energy above the lowest of the compared OMol25 structures with the same formula, charge and spin is 486.0 kJ/mol. As for the largest force on an atom: 0.076 hartree/bohr.

Positions of all 16 atoms, in Å:
C1 -0.808 0.766 1.684
C2 -0.215 0.283 0.606
O1 1.290 0.689 0.217
N1 2.254 0.307 1.204
N2 -0.540 -0.463 -0.455
C3 -1.838 -0.346 -1.108
C4 0.682 -0.700 -1.323
O2 0.591 -0.771 -2.532
H1 -1.807 0.443 1.952
H2 -0.258 1.396 2.372
H3 2.916 1.082 1.220
H4 2.740 -0.507 0.828
H5 -1.712 -0.348 -2.193
H6 -2.342 0.589 -0.853
H7 -2.456 -1.195 -0.808
H8 1.504 -1.226 -0.811

[7]
DFT (ωB97M-V with the def2-TZVPD basis set) results for a 6-piece molecular cluster, C20H57N5O6 overall at a distorted geometry.

As for the frontier orbital gap: 9.309 eV. As for the multiplicity: 1. The energy above the lowest of the compared OMol25 structures with the same formula, charge and spin is 304.8 kJ/mol. As for the largest force on an atom: 0.072 hartree/bohr.

Positions of all 88 atoms, in Å:
C1 -2.992 6.033 -2.308
O1 -1.642 6.137 -1.864
C2 -0.738 5.121 -2.224
C3 -0.919 3.752 -1.543
C4 -0.717 3.769 -0.019
N1 -0.107 2.681 -2.168
H1 -2.931 5.935 -3.392
H2 -3.533 6.951 -2.081
H3 -3.482 5.187 -1.826
H4 -0.909 5.099 -3.301
H5 0.298 5.457 -2.196
H6 -1.980 3.524 -1.648
H7 -0.656 2.816 0.505
H8 -1.435 4.345 0.565
H9 0.287 4.125 0.214
H10 0.846 2.961 -2.355
H11 -0.137 1.802 -1.672
C5 -0.610 -3.807 -2.077
O2 -0.265 -5.136 -1.664
C6 1.108 -5.403 -1.604
C7 1.366 -6.726 -0.912
C8 0.667 -6.780 0.460
N2 2.767 -6.905 -0.646
H12 -1.667 -3.666 -1.849
H13 -0.314 -3.529 -3.088
H14 -0.192 -3.061 -1.401
H15 1.419 -5.276 -2.641
H16 1.689 -4.640 -1.086
H17 0.964 -7.579 -1.460
H18 -0.376 -7.086 0.386
H19 0.665 -5.832 0.999
H20 1.104 -7.549 1.096
H21 3.125 -6.138 -0.096
H22 3.139 -6.673 -1.556
C9 -6.085 -3.638 2.602
O3 -4.737 -3.780 2.235
C10 -3.999 -2.561 2.102
C11 -2.495 -2.699 1.855
C12 -1.849 -3.386 3.032
N3 -1.820 -1.521 1.507
H23 -6.293 -3.097 3.526
H24 -6.577 -4.605 2.709
H25 -6.511 -3.135 1.734
H26 -4.449 -2.022 1.268
H27 -4.214 -1.987 3.003
H28 -2.409 -3.261 0.925
H29 -2.242 -2.923 3.937
H30 -0.768 -3.246 3.034
H31 -2.023 -4.460 3.100
H32 -1.602 -1.104 2.401
H33 -2.510 -0.916 1.085
C13 -2.033 1.320 2.822
O4 -0.758 0.650 3.002
C14 0.174 1.483 3.647
C15 1.641 0.938 3.472
C16 1.812 -0.488 3.967
N4 2.657 1.880 3.901
H34 -1.956 2.309 2.370
H35 -2.416 1.354 3.842
H36 -2.743 0.731 2.241
H37 0.171 2.451 3.144
H38 -0.103 1.704 4.678
H39 1.843 0.765 2.415
H40 1.027 -1.215 3.760
H41 1.966 -0.560 5.044
H42 2.763 -0.866 3.592
H43 2.432 2.392 4.742
H44 3.497 1.424 4.229
C17 2.455 2.533 -5.912
O5 2.631 3.258 -4.724
C18 3.364 2.578 -3.702
C19 3.238 3.242 -2.381
C20 4.281 4.390 -2.254
N5 3.541 2.240 -1.302
H45 2.129 1.512 -5.710
H46 3.333 2.568 -6.557
H47 1.704 3.074 -6.487
H48 3.022 1.545 -3.647
H49 4.409 2.500 -4.005
H50 2.230 3.631 -2.237
H51 4.310 4.959 -1.324
H52 4.040 5.108 -3.038
H53 5.310 4.092 -2.453
H54 2.662 1.847 -0.997
H55 3.643 2.931 -0.573
O6 0.187 0.166 -0.095
H56 -0.252 -0.616 0.240
H57 0.529 0.602 0.685

[8]
DFT (ωB97M-V with the def2-TZVPD basis set) results for C57H71Br3F5NO18PbS as an isolated structure at a distorted geometry.

As for the frontier orbital gap: 4.030 eV. As for the net charge: -2. As for the multiplicity: 1. As for the largest force on an atom: 0.062 hartree/bohr.

Positions of all 157 atoms, in Å:
Pb1 -34.122 -20.516 11.366
C1 -33.829 -21.449 8.275
O1 -34.920 -21.513 9.143
H1 -33.692 -22.404 7.733
H2 -33.980 -20.652 7.520
H3 -32.894 -21.186 8.815
C2 -33.392 -17.612 12.779
C3 -31.903 -17.675 12.531
C4 -31.241 -17.748 13.929
C5 -29.829 -18.296 13.978
C6 -29.810 -19.625 13.200
C7 -30.357 -19.588 11.764
N1 -31.628 -18.921 11.801
O2 -32.228 -18.988 10.525
C8 -30.481 -21.072 11.328
C9 -29.228 -18.933 10.927
C10 -31.422 -16.479 11.713
H4 -33.768 -18.551 13.187
H5 -34.029 -17.396 11.921
H6 -33.753 -16.919 13.552
H7 -31.914 -18.334 14.568
H8 -31.303 -16.765 14.413
H9 -29.499 -18.535 14.989
H10 -29.189 -17.612 13.416
H11 -30.352 -20.384 13.773
H12 -28.754 -19.920 13.256
H13 -29.912 -21.756 11.961
H14 -30.021 -21.148 10.338
H15 -31.518 -21.378 11.243
H16 -28.405 -19.643 10.814
H17 -28.797 -18.051 11.407
H18 -29.618 -18.723 9.928
H19 -30.389 -16.522 11.399
H20 -31.826 -15.548 12.121
H21 -31.978 -16.558 10.767
S1 -37.297 -20.754 11.623
O3 -38.416 -20.741 12.577
O4 -36.199 -19.782 12.026
O5 -36.590 -22.073 11.687
O6 -37.722 -20.417 10.271
C11 -32.134 -16.733 6.354
C12 -31.710 -16.382 7.746
C13 -30.160 -16.254 7.943
O7 -29.991 -14.930 8.456
C14 -31.194 -14.377 8.665
O8 -31.353 -13.290 9.141
O9 -32.173 -15.062 8.069
H22 -31.906 -17.760 6.069
H23 -31.749 -16.118 5.540
H24 -33.228 -16.696 6.370
H25 -32.024 -17.140 8.468
H26 -29.615 -16.352 7.005
H27 -29.896 -17.066 8.619
C15 -34.828 -21.376 18.568
C16 -35.427 -21.504 17.164
C17 -36.171 -20.182 16.838
O10 -35.582 -19.823 15.594
C18 -34.573 -20.648 15.259
O11 -34.100 -20.693 14.174
O12 -34.365 -21.572 16.242
H28 -34.370 -22.323 18.880
H29 -35.506 -21.195 19.404
H30 -34.011 -20.652 18.581
H31 -36.039 -22.402 17.249
H32 -35.971 -19.459 17.625
H33 -37.216 -20.416 16.650
C19 -30.345 -21.555 16.608
C20 -31.144 -22.840 16.685
C21 -30.569 -24.026 15.866
O13 -30.291 -25.017 16.852
C22 -30.656 -24.593 18.076
O14 -30.667 -25.274 19.052
O15 -30.993 -23.295 18.038
H34 -29.384 -21.753 17.078
H35 -30.836 -20.813 17.242
H36 -30.370 -21.179 15.587
H37 -32.161 -22.813 16.290
H38 -29.678 -23.705 15.325
H39 -31.290 -24.375 15.130
C23 -37.473 -14.794 8.907
C24 -36.133 -15.474 8.976
C25 -35.906 -16.412 10.172
O16 -36.066 -17.744 9.710
C26 -36.245 -17.729 8.388
O17 -36.384 -18.661 7.671
O18 -36.134 -16.458 7.919
H40 -37.760 -14.185 9.763
H41 -38.263 -15.540 8.753
H42 -37.666 -14.252 7.974
H43 -35.313 -14.775 8.829
H44 -36.424 -16.303 11.122
H45 -34.832 -16.297 10.362
F1 -34.941 -16.013 16.962
C27 -33.871 -15.208 17.114
C28 -33.000 -15.050 16.052
C29 -31.841 -14.299 16.265
C30 -31.656 -13.661 17.491
C31 -32.561 -13.813 18.525
C32 -33.733 -14.527 18.304
H46 -33.076 -15.669 15.168
H47 -31.178 -14.049 15.448
H48 -30.822 -12.971 17.544
H49 -32.445 -13.251 19.442
H50 -34.514 -14.436 19.047
F2 -27.356 -22.970 9.784
C33 -26.582 -21.866 9.832
C34 -26.885 -20.826 8.978
C35 -26.072 -19.711 8.938
C36 -25.022 -19.586 9.857
C37 -24.815 -20.597 10.771
C38 -25.571 -21.785 10.762
H51 -27.808 -20.788 8.414
H52 -26.293 -18.929 8.224
H53 -24.504 -18.636 9.870
H54 -24.111 -20.542 11.593
H55 -25.195 -22.609 11.350
F3 -29.879 -19.126 5.957
C39 -29.556 -20.427 6.127
C40 -29.954 -21.082 7.269
C41 -29.801 -22.459 7.297
C42 -29.060 -23.108 6.324
C43 -28.503 -22.404 5.258
C44 -28.800 -21.048 5.145
H56 -30.480 -20.595 8.084
H57 -30.197 -23.046 8.114
H58 -28.816 -24.147 6.509
H59 -27.831 -22.840 4.532
H60 -28.380 -20.490 4.318
F4 -37.870 -13.042 12.598
C45 -36.571 -12.926 12.236
C46 -35.694 -13.855 12.760
C47 -34.460 -14.048 12.144
C48 -34.109 -13.236 11.073
C49 -34.937 -12.200 10.664
C50 -36.206 -12.070 11.215
H61 -36.022 -14.562 13.513
H62 -33.724 -14.651 12.658
H63 -33.084 -13.271 10.722
H64 -34.589 -11.379 10.052
H65 -36.841 -11.230 10.963
F5 -26.894 -24.881 16.660
C51 -27.120 -24.188 15.518
C52 -27.017 -22.824 15.637
C53 -27.266 -22.031 14.515
C54 -27.466 -22.697 13.303
C55 -27.533 -24.073 13.213
C56 -27.411 -24.866 14.348
H66 -26.866 -22.293 16.568
H67 -27.244 -20.951 14.525
H68 -27.525 -22.015 12.465
H69 -27.655 -24.527 12.238
H70 -27.421 -25.946 14.375
C57 -26.704 -15.817 12.254
Br1 -28.099 -14.884 11.302
Br2 -27.094 -15.886 14.156
Br3 -25.023 -14.835 12.050
H71 -26.594 -16.836 11.908